Entry 1:
ORCA calculation (ωB97M-V/def2-TZVPD) on the molecule CCl3N at a distorted geometry.

```
5
Properties=species:S:1:pos:R:3:forces:R:3
C -0.15438 -0.09686 -0.56494 0.4919 3.5535 5.6662
N -0.10330 0.95258 0.83865 -0.6850 -2.9012 -5.5573
Cl -0.54433 0.66165 -1.96967 -0.1547 0.3459 -0.6786
Cl 0.59342 -1.57429 -0.47424 0.0249 -0.4630 -0.1197
Cl 0.20859 0.05691 2.17021 0.3228 -0.5353 0.6894
```
Forces are in eV/Å.

Values from the calculation:
multiplicity: 1
charge: 0
frontier orbital gap (alpha / beta): 0.2848 / 0.3358 Eh
HOMO (alpha / beta): -8.66 / -9.75 eV
energy above the lowest of the compared OMol25 structures with the same formula, charge and spin: 21.40 kcal per mole
LUMO (alpha / beta): -0.0333 / -0.0226 Eh

The molecule's Mulliken atomic charges, reported in e, are given here:
1 C 0.3758
2 N -0.1971
3 Cl -0.0837
4 Cl -0.0772
5 Cl -0.0179


Entry 2:
ORCA calculation (ωB97M-V/def2-TZVPD) on the molecule CCl4OS at a distorted geometry.

```
7
Properties=species:S:1:pos:R:3:forces:R:3
C 0.14348 0.46237 -1.01916 -1.6647 0.2134 0.8089
O -0.02439 0.70164 1.68359 -0.4292 2.1827 1.6539
S -0.06448 -0.26703 0.68589 2.1867 -2.2738 -1.3156
Cl 0.31628 -0.76611 -2.17390 0.1008 -0.2021 -0.7275
Cl -1.35449 1.40114 -1.24892 0.5343 -0.0047 -0.2735
Cl -1.01738 -1.91728 1.62482 -0.2254 0.0708 -0.3082
Cl 1.82994 -1.13991 0.61985 -0.5025 0.0138 0.1620
```
Forces are in eV/Å.

Values from the calculation:
multiplicity: 1
charge: 0
frontier orbital gap: 0.2740 Eh
HOMO: -9.64 eV
energy above the lowest of the compared OMol25 structures with the same formula, charge and spin: 71.81 kcal per mole
LUMO: -0.0801 Eh

Results of the Mulliken charge analysis, in e, for atoms 1 through 5:
1 C 0.1920
2 O -0.3717
3 S 0.7031
4 Cl -0.0506
5 Cl -0.1213


Entry 3:
ORCA calculation (ωB97M-V/def2-TZVPD) on a structure of composition CCl6NP at a distorted geometry.

```
9
Properties=species:S:1:pos:R:3:forces:R:3
C -1.09652 -0.26084 -0.10977 0.0747 -0.1118 -1.1937
N 1.76302 -0.44750 0.56130 -1.2726 1.4297 -0.3009
P 0.56278 0.56067 0.22090 1.9256 -2.4965 -1.6368
Cl -2.48563 0.81793 -0.40293 0.6384 -0.3475 0.0456
Cl -0.91619 -1.47317 -1.51556 -0.1692 1.3094 1.1342
Cl -1.23106 -1.09853 1.36973 -0.9498 -1.1660 1.1493
Cl 2.31913 -1.60101 -0.56990 -0.0481 0.1176 -0.0924
Cl 0.44405 1.67767 1.75905 -0.4318 1.0101 1.4558
Cl 0.64043 1.82477 -1.31282 0.2329 0.2550 -0.5611
```
Forces are in eV/Å.

Values from the calculation:
multiplicity: 1
charge: 0
frontier orbital gap: 0.3352 Eh
HOMO: -9.21 eV
energy above the lowest of the compared OMol25 structures with the same formula, charge and spin: 39.21 kcal per mole
LUMO: -0.0033 Eh

Results of the Mulliken charge analysis, in e, for atoms 1 through 5:
1 C 0.1963
2 N -0.3425
3 P 0.7690
4 Cl -0.0799
5 Cl -0.0844


Entry 4:
ORCA calculation (ωB97M-V/def2-TZVPD) on a cluster of 2 separate species, CClF2N in total at a distorted geometry.

```
5
Properties=species:S:1:pos:R:3:forces:R:3
C -0.34467 0.36554 0.11452 2.5677 -2.2819 -0.1221
N 0.79332 -0.03396 0.22748 0.1080 0.1923 -0.5594
F -1.81713 -1.64287 -0.00156 1.4619 1.9241 0.2193
F 2.12213 0.47449 -0.04126 -3.2740 -0.3568 0.5508
Cl -1.59677 1.30636 -0.06713 -0.8636 0.5224 -0.0885
```
Forces are in eV/Å.

Values from the calculation:
multiplicity: 1
charge: 0
frontier orbital gap (alpha / beta): 0.2475 / 0.2472 Eh
HOMO (alpha / beta): -10.36 / -10.35 eV
energy above the lowest of the compared OMol25 structures with the same formula, charge and spin: 107.57 kcal per mole
LUMO (alpha / beta): -0.1332 / -0.1332 Eh

The molecule's Mulliken atomic charges, reported in e, are given here:
1 C 0.6215
2 N -0.0097
3 F -0.5998
4 F -0.0746
5 Cl 0.0626


Entry 5:
ORCA calculation (ωB97M-V/def2-TZVPD) on a cluster of 2 separate species, CClN in total at a distorted geometry.

```
3
Properties=species:S:1:pos:R:3:forces:R:3
C -0.63278 0.06702 0.38655 -5.2035 0.3559 -0.2054
N 0.49292 -0.01902 0.27980 5.3853 -0.4508 -1.2202
Cl 0.35275 -0.19352 -2.94939 -0.1818 0.0949 1.4256
```
Forces are in eV/Å.

Values from the calculation:
multiplicity: 1
charge: 0
frontier orbital gap (alpha / beta): 0.1815 / 0.1765 Eh
HOMO (alpha / beta): -11.51 / -11.41 eV
energy above the lowest of the compared OMol25 structures with the same formula, charge and spin: 148.88 kcal per mole
LUMO (alpha / beta): -0.2416 / -0.2426 Eh

The molecule's Mulliken atomic charges, reported in e, are given here:
1 C 0.0826
2 N -0.1935
3 Cl 0.1108


Entry 6:
ORCA calculation (ωB97M-V/def2-TZVPD) on a cluster of 2 separate species, CClO2 in total at a distorted geometry.

```
4
Properties=species:S:1:pos:R:3:forces:R:3
C 0.16960 -0.14003 0.05520 -3.9546 4.4430 0.4334
O 0.51219 -0.49623 1.13122 0.1081 0.1536 -0.7068
O -1.07541 1.34402 -0.45308 3.3410 -3.7602 1.3929
Cl 0.47588 -1.01352 -1.40450 0.5055 -0.8364 -1.1194
```
Forces are in eV/Å.

Values from the calculation:
multiplicity: 1
charge: -1
frontier orbital gap: 0.2647 Eh
HOMO: -3.45 eV
energy above the lowest of the compared OMol25 structures with the same formula, charge and spin: 123.94 kcal per mole
LUMO: 0.1379 Eh

The molecule's Mulliken atomic charges, reported in e, are given here:
1 C 0.3566
2 O -0.4002
3 O -0.7853
4 Cl -0.1711


Entry 7:
ORCA calculation (ωB97M-V/def2-TZVPD) on a cluster of 2 separate species, CClO2S in total at a distorted geometry.

```
5
Properties=species:S:1:pos:R:3:forces:R:3
C 1.34858 -0.45693 -0.00078 -0.6559 -1.9745 -0.1101
O 0.81654 -1.48913 0.01332 0.2908 1.2445 0.0786
O -1.80458 1.27681 0.11008 0.5664 0.6424 0.0861
S 2.23652 0.81207 -0.05938 0.2276 0.8003 0.0369
Cl -2.59707 -0.14283 -0.06324 -0.4289 -0.7127 -0.0914
```
Forces are in eV/Å.

Values from the calculation:
multiplicity: 1
charge: -1
frontier orbital gap: 0.1985 Eh
HOMO: -2.38 eV
energy above the lowest of the compared OMol25 structures with the same formula, charge and spin: 67.01 kcal per mole
LUMO: 0.1110 Eh

The molecule's Mulliken atomic charges, reported in e, are given here:
1 C 0.6500
2 O -0.3136
3 O -0.6980
4 S -0.3544
5 Cl -0.2839


Entry 8:
ORCA calculation (ωB97M-V/def2-TZVPD) on the molecule CF2NPS at a distorted geometry.

```
6
Properties=species:S:1:pos:R:3:forces:R:3
C 0.34837 -0.73170 -0.07478 0.8270 1.1416 -0.8133
N 0.91555 0.19055 -2.81789 0.0797 0.1010 0.4986
F -1.28619 1.01591 0.69781 0.1811 0.0434 0.7853
F -0.77220 -0.89714 2.15343 0.3321 0.7986 -0.2201
P -0.01126 0.31133 1.39638 -1.0574 -0.9648 -0.5357
S 0.80573 0.11106 -1.35496 -0.3626 -1.1199 0.2852
```
Forces are in eV/Å.

Values from the calculation:
multiplicity: 1
charge: 0
frontier orbital gap (alpha / beta): 0.2784 / 0.2771 Eh
HOMO (alpha / beta): -9.95 / -10.09 eV
energy above the lowest of the compared OMol25 structures with the same formula, charge and spin: 129.32 kcal per mole
LUMO (alpha / beta): -0.0873 / -0.0936 Eh

Results of the Mulliken charge analysis, in e, for atoms 1 through 5:
1 C -0.0436
2 N -0.3861
3 F -0.2286
4 F -0.2300
5 P 0.4675


Entry 9:
ORCA calculation (ωB97M-V/def2-TZVPD) on the molecule CF2O3 at a distorted geometry.

```
6
Properties=species:S:1:pos:R:3:forces:R:3
C -0.86131 -0.09925 -0.39196 -0.2466 -0.4741 -2.7811
O -1.98938 0.18109 -0.57285 -0.1034 -0.0284 0.3212
O -0.27225 0.14005 0.75216 2.8785 0.3656 2.0838
O 1.16287 -0.30484 0.94957 -1.5894 -0.0874 -0.5711
F -0.09918 -0.63589 -1.36287 0.0257 0.2509 1.0668
F 2.05925 0.71884 0.62594 -0.9647 -0.0266 -0.1196
```
Forces are in eV/Å.

Values from the calculation:
multiplicity: 1
charge: 0
frontier orbital gap: 0.4187 Eh
HOMO: -12.65 eV
energy above the lowest of the compared OMol25 structures with the same formula, charge and spin: 8.03 kcal per mole
LUMO: -0.0462 Eh

Results of the Mulliken charge analysis, in e, for atoms 1 through 5:
1 C 0.7096
2 O -0.3874
3 O -0.1446
4 O 0.0663
5 F -0.1711